1.
8
Properties=species:S:1:pos:R:3:forces:R:3 method="wB97M-V/def2-TZVPD" total_charge=0 gap_ha="0.2472 / 0.2468" lumo_energy_ev="-4.1 / -4.1" homo_ev="-10.9 / -10.8" total_energy_ha=-796.7034
H -0.0212 -1.2735 -0.6146 1.43 0.88 -0.63
N 0.7915 -0.0631 0.8494 -0.05 -1.18 1.97
C 0.6820 -0.3919 -0.5293 -3.43 0.26 -1.80
O 0.3537 -0.9763 1.5664 0.71 1.18 -0.54
N -2.9071 0.7668 -0.4782 0.64 -0.07 0.25
Cl 1.5800 0.4083 -1.7053 -0.84 -0.94 1.21
C -1.7821 0.5642 -0.2638 1.29 -0.58 -0.77
O 1.3031 0.9655 1.1754 0.26 0.44 0.31


2.
23
Properties=species:S:1:pos:R:3:forces:R:3 method="wB97M-V/def2-TZVPD" total_charge=0 gap_ha=0.3088 lumo_energy_ev=1.0 homo_ev=-7.4 total_energy_ha=-505.3287
H 2.6349 -0.4856 0.8206 0.05 0.06 0.02
H -1.2943 -0.5820 1.5166 -1.19 0.11 -0.66
H 0.6443 -1.5702 1.7363 0.10 0.18 -0.35
H -2.4124 -0.9639 -1.7048 0.06 0.03 -0.05
N -0.1611 0.9003 -0.3020 1.43 -0.41 -0.31
H -1.2282 2.5047 0.4576 0.08 0.05 0.08
H -0.2477 1.6757 1.6927 -0.04 0.06 0.04
N 0.2488 -1.3234 -0.2817 -2.22 0.06 0.27
C -0.2833 1.9954 0.6469 0.06 -0.28 -0.16
N -1.9526 -0.2543 0.7705 0.66 -0.05 0.87
N -1.8798 -0.1169 -1.5611 -0.30 0.04 -0.27
N 1.8350 0.1360 0.8935 -0.13 -0.43 -0.05
C 1.0078 -0.1177 -0.2819 -0.11 2.43 0.49
H 0.5295 2.6998 0.4691 -0.02 0.09 0.01
N 0.0863 -1.9818 0.9850 0.59 -0.09 -0.32
C -1.1914 -0.0744 -0.3615 1.13 -1.62 0.19
H 2.2087 1.0791 0.8757 -0.11 -0.03 -0.07
H 0.4169 -2.9331 0.8576 -0.11 0.11 0.05
H 1.9017 0.8961 -1.8181 -0.06 -0.03 0.00
H 1.3461 -0.6157 -2.2192 -0.04 0.05 0.03
H -1.2853 0.1037 -2.3470 -0.04 -0.06 0.08
N 1.7863 -0.0578 -1.4981 0.16 -0.22 0.04
H -2.7105 -0.9140 0.6534 0.09 -0.03 0.07


3.
14
Properties=species:S:1:pos:R:3:forces:R:3 method="wB97M-V/def2-TZVPD" total_charge=0 gap_ha=0.3461 lumo_energy_ev=1.0 homo_ev=-8.5 total_energy_ha=-287.3993 smiles="C=C1C=C[C@H]2N[C@@H]12"
H 1.4117 2.2752 -0.2452 -0.34 -1.86 0.05
H -2.8168 -1.3292 -0.4821 1.61 1.94 0.82
C -2.2352 -0.3753 -0.1337 -0.73 1.68 3.64
N 1.3120 -0.7032 0.9192 2.28 -3.01 -1.47
H 1.9836 -1.6076 1.0444 -2.09 2.47 -0.83
C -0.9190 -0.1257 0.1983 -1.99 -0.46 -3.08
H -0.9062 2.0353 0.8688 0.72 -0.40 -0.96
H 0.4695 -1.8486 -0.8325 -1.77 1.13 1.84
C -0.3492 1.2564 0.2987 -1.35 -0.63 1.50
H 2.3244 -0.3677 -1.2877 -2.69 0.96 2.08
H -2.8453 0.5126 0.5227 0.85 -2.53 -2.60
C 0.2672 -0.9147 -0.1570 2.62 -3.46 -1.35
C 0.8882 1.2571 -0.1781 1.19 4.27 -0.93
C 1.4151 -0.0645 -0.5358 1.70 -0.10 1.29


4.
92
Properties=species:S:1:pos:R:3:forces:R:3 method="wB97M-V/def2-TZVPD" total_charge=-1 gap_ha=0.1911 lumo_energy_ev=1.5 homo_ev=-3.7 total_energy_ha=-5077.8768
H 3.4756 -4.7480 -2.4610 0.02 0.14 -0.01
C -4.7757 -1.7858 1.1618 -0.55 -0.42 1.10
C -5.0259 -5.8866 -0.4524 -1.52 0.98 0.99
H -5.3004 -0.8476 1.3787 0.05 -0.03 -0.07
H -5.9166 3.7518 -0.9009 2.14 -0.95 -0.45
H 3.7031 -3.0620 4.2592 0.12 -0.04 -0.11
O -3.4473 -1.4707 0.7761 0.21 0.12 -1.11
O 5.0474 -1.0331 -3.1037 -0.60 0.63 0.12
C 4.9252 -2.4265 -2.8874 0.80 -0.62 -0.09
C 1.0269 0.7961 -0.0779 0.51 -1.09 0.17
H 3.8070 -1.9728 1.5424 0.04 -0.16 -0.19
H 4.6602 8.7296 2.6531 -0.08 -0.03 0.01
H 1.0041 1.2532 -2.3109 -1.68 -0.95 1.71
H -5.0937 -3.5209 -0.1218 -0.08 0.81 0.19
O -4.4376 -7.0285 0.0125 -0.59 0.90 0.02
C 3.8588 -0.4776 -2.7231 -0.62 2.76 0.41
H 3.7649 -4.7662 3.7415 0.01 0.22 -0.15
H -3.6247 1.3772 0.9050 -0.96 2.22 0.90
C 3.4501 -2.6531 -3.0211 -0.39 -1.19 0.30
H -4.4104 -7.1094 -3.8114 0.13 -0.07 0.21
H -5.0227 2.3563 1.8922 2.06 -0.08 -0.78
H 3.0308 10.5260 0.7742 0.03 -0.28 0.05
C -0.9553 2.0963 -1.5073 -0.77 0.09 0.03
H -6.4040 -2.3135 -0.1625 0.17 -0.01 -0.14
C 0.2015 0.9357 -1.4869 0.78 0.72 -0.42
H -1.4927 5.1314 -1.7799 0.07 -0.03 -0.05
H -4.4282 4.0673 -2.0155 -0.47 -1.47 2.05
H -4.0931 -3.5300 2.2500 -0.20 0.07 -0.16
C -5.3238 -2.4501 -0.0642 -0.57 -0.44 -0.08
C 3.9399 9.9802 1.0495 0.18 0.49 0.12
O 4.7362 -3.3621 0.3188 0.95 -0.80 0.06
O 3.6746 0.7176 -2.5686 0.53 -2.78 -0.43
C 4.0439 -3.0396 1.5104 -0.72 0.85 0.17
H 4.7034 10.7364 1.2639 -0.04 -0.15 -0.07
O 5.6889 -4.5408 1.9871 0.13 -0.10 -1.34
C 2.9455 -3.8262 -2.2049 -0.66 0.01 0.16
H 3.0575 -3.6371 -1.1316 0.13 -0.01 -0.43
N -3.2761 4.8504 0.5277 -2.81 -6.27 -1.32
O -4.5735 -5.5733 -1.7033 -0.65 -0.04 1.27
H -3.0943 2.6739 2.1656 -2.06 -0.44 -1.41
H -0.2674 -0.0929 -1.7894 0.92 2.00 0.68
H 5.1127 -4.0787 4.6318 -0.14 0.13 -0.10
H 5.4999 -2.9844 -3.6315 -0.01 0.22 0.06
O 2.1670 7.8022 3.3166 0.03 1.06 1.05
Cl 1.7395 4.2368 1.5098 -0.41 0.40 -0.63
H -4.4175 -2.1303 3.2587 -0.14 -0.05 -0.13
O -1.1704 2.7011 -0.1839 0.29 -0.47 -2.25
H 5.3150 -2.6590 -1.8890 -0.23 -0.08 -0.18
O 1.0030 6.6778 -0.2965 0.23 -2.86 -0.80
P 0.2298 5.6572 0.8853 0.76 1.67 0.69
C -3.4294 -6.7880 -3.4447 -0.11 0.44 -0.33
H -5.7778 -3.0647 2.5982 0.10 0.07 -0.10
O 1.6979 9.2570 5.0194 1.25 -0.43 -2.07
C 2.2665 8.9961 3.9730 -1.25 -0.03 1.79
H 1.9199 8.2738 1.3400 0.23 -0.01 0.03
O -2.5168 -0.9428 -1.2471 -2.13 -1.09 1.45
H -2.8773 -8.1410 -0.7739 -0.20 0.10 0.11
O -5.8493 -5.2342 0.1663 1.56 -2.02 -1.19
C -4.7755 -2.6834 2.3830 0.35 0.16 0.38
H -2.5608 -5.9380 -1.6623 -0.10 -0.07 0.05
Ga -1.5045 4.5683 -0.2836 -0.46 -0.88 -0.39
C -4.8067 3.3941 -1.1214 -0.31 0.13 0.77
C 2.7266 8.0039 2.0324 0.01 -0.64 -0.78
H 1.8752 -3.9786 -2.3835 0.17 -0.01 -0.09
C -3.7840 -7.6209 -1.0943 0.49 -0.78 0.07
H 3.1545 -2.7645 -4.0712 0.09 0.05 0.03
H 1.4628 -0.3153 -0.0593 -0.80 2.19 -0.06
H 4.2705 9.3850 0.1936 -0.05 -0.01 0.16
H -0.7353 2.9536 -2.3075 -0.11 -1.88 1.52
H 1.9699 1.4987 0.0111 -2.14 -1.20 -0.32
O 6.1948 -5.0515 -0.1857 -1.29 1.47 1.65
H -3.1534 -5.9037 -4.0301 0.04 -0.19 0.12
H 3.2107 7.0913 1.6747 -0.27 0.04 0.15
O 3.0837 9.8611 3.3012 -0.60 -0.34 0.77
C 5.0184 -3.4381 2.5765 -0.54 0.24 1.29
C 4.3541 -3.8521 3.8742 0.29 -0.31 0.30
C 5.5944 -4.3773 0.6337 1.24 -1.36 -1.41
H 3.1091 -3.6127 1.5355 0.12 0.01 0.15
H 0.3825 0.9004 0.8932 1.03 0.04 -2.07
O 2.9044 -1.4373 -2.5345 0.68 0.84 -0.13
C -3.9528 3.6480 0.2856 2.36 3.78 0.59
H -1.9692 1.5912 -1.8833 1.97 0.92 0.78
C -3.9560 2.4068 1.4066 0.72 0.55 -0.82
C -3.4516 -1.3617 -0.5861 1.93 0.99 -1.40
H 1.2573 6.0779 -1.0765 -0.64 1.45 1.37
H 5.7564 -2.6483 2.7614 -0.09 -0.03 -0.11
H -2.6992 -7.5779 -3.6426 -0.05 0.10 0.11
O -4.6391 -1.7871 -1.1106 0.98 0.61 -0.02
C 3.7066 9.1121 2.2697 0.52 0.30 -1.10
C -3.4845 -6.4426 -1.9701 0.69 -0.36 -1.22
H -4.4666 -8.3458 -1.5542 0.09 0.15 -0.11
H -4.7872 2.2407 -1.3918 -0.13 2.43 0.46